Entry from OMol25: one molecule with the formula C6H12O (ωB97M-V/def2-TZVPD).

```
19
C6H12O | OMol25 | ωB97M-V/def2-TZVPD
C -0.51493 1.07251 -1.93504
C -1.68235 -1.69260 0.24916
C -0.97300 -0.86992 1.01669
C 0.48470 -1.05146 1.34453
C 1.34746 0.18037 1.03102
C 1.21298 0.65256 -0.40873
O -0.07718 1.18787 -0.60963
H -1.52913 1.47819 -1.98528
H 0.13124 1.63463 -2.62697
H -0.54258 0.01918 -2.26117
H -2.73304 -1.50918 0.04089
H -1.23768 -2.57889 -0.20074
H -1.45159 0.01296 1.44102
H 0.59022 -1.28261 2.41436
H 0.87129 -1.92211 0.79631
H 2.40217 -0.06161 1.22094
H 1.08356 1.00874 1.70098
H 1.97485 1.41594 -0.63962
H 1.37851 -0.20062 -1.08849
```

**M**: 100.16 Da
**HOMO-LUMO gap**: 10.3 eV
**Relative energy (zero: lowest compared OMol25 entry of this formula, charge and spin)**: 34.1 kcal/mol
**Multiplicity**: 1
**Largest force on an atom**: 0.4 eV/Å

=====

Entry from OMol25: one molecule with the formula C6H12O (ωB97M-V/def2-TZVPD).

```
19
C6H12O | OMol25 | ωB97M-V/def2-TZVPD
C 2.78679 0.29473 0.17578
C 1.35661 0.62869 -0.22225
O 0.45060 0.37297 0.84378
C -0.31556 -0.77109 0.64532
C -1.70358 -0.75794 1.19274
C -1.48441 -0.69912 -0.30227
C -1.77232 0.59323 -1.03304
H 2.86992 -0.74668 0.50580
H 3.13265 0.94337 0.98846
H 3.45413 0.42802 -0.68233
H 1.05520 0.05531 -1.11255
H 1.25989 1.69401 -0.46900
H 0.24456 -1.70839 0.69389
H -2.02186 0.16629 1.67113
H -2.09306 -1.67064 1.63557
H -1.69304 -1.61160 -0.86514
H -1.19656 0.65355 -1.96370
H -2.83557 0.68002 -1.28481
H -1.49439 1.45529 -0.41736
```

**M**: 100.16 Da
**HOMO-LUMO gap**: 10.5 eV
**Relative energy (zero: lowest compared OMol25 entry of this formula, charge and spin)**: 34.7 kcal/mol
**Multiplicity**: 1
**Largest force on an atom**: 0.3 eV/Å

=====

Entry from OMol25: one molecule with the formula C6H12O (ωB97M-V/def2-TZVPD).

```
19
C6H12O | OMol25 | ωB97M-V/def2-TZVPD
C -2.21293 -1.06087 0.11845
C -0.94811 -0.24786 0.26193
C -1.15098 1.24390 0.15067
C 0.22036 -0.88105 0.42373
O 1.77159 -0.98258 -1.28142
C 1.62492 -0.46293 0.04739
C 2.04990 1.00077 0.05912
H -2.73942 -0.74300 -0.79225
H -1.99294 -2.12731 0.01134
H -2.90927 -0.92344 0.95298
H 0.91095 -0.81902 -1.69081
H -2.06501 1.52373 0.68694
H -1.28354 1.56329 -0.89108
H -0.32815 1.81163 0.58434
H 0.17284 -1.96306 0.55591
H 2.34156 -1.02760 0.65582
H 1.44293 1.60691 -0.62031
H 3.08510 1.04750 -0.29413
H 2.01021 1.44098 1.06141
```

**M**: 100.16 Da
**HOMO-LUMO gap**: 10.1 eV
**Relative energy (zero: lowest compared OMol25 entry of this formula, charge and spin)**: 25.0 kcal/mol
**Multiplicity**: 1
**Largest force on an atom**: 0.3 eV/Å

=====

Entry from OMol25: a 2-piece molecular cluster, C6H12O overall (ωB97M-V/def2-TZVPD).

```
19
C6H12O | OMol25 | ωB97M-V/def2-TZVPD
C -1.24013 -1.77303 -1.26676
C 0.49388 -0.17747 -1.61250
C 1.07787 -0.13063 -0.28442
C 1.46021 1.33085 0.04079
C 0.56959 0.59878 0.96323
C -0.88205 0.97053 1.12213
O 1.20899 0.23780 2.15814
H -1.68118 -2.42121 -2.02453
H -1.93540 -0.97448 -0.99621
H -0.92527 -2.32875 -0.38158
H -0.35734 0.52116 -1.68727
H -0.28649 -1.41422 -1.81844
H 1.87572 -0.83920 -0.05903
H 1.03717 2.10376 -0.59619
H 2.48818 1.48987 0.34817
H -0.97427 1.81993 1.80716
H -1.44988 0.12602 1.53514
H -1.32978 1.24242 0.16106
H 0.79998 -0.57789 2.47946
```

**M**: 100.16 Da
**HOMO-LUMO gap**: 8.7 eV
**Relative energy (zero: lowest compared OMol25 entry of this formula, charge and spin)**: 117.4 kcal/mol
**Multiplicity**: 1
**Largest force on an atom**: 0.4 eV/Å

=====

Entry from OMol25: one molecule with the formula C6H12O in a non-equilibrium geometry (ωB97M-V/def2-TZVPD).

```
19
C6H12O | OMol25 | ωB97M-V/def2-TZVPD
C 2.70551 0.80626 0.09208
C 1.51899 -0.11799 -0.20459
O 0.55120 -0.01782 0.79166
C -0.46603 -0.93760 0.53929
C -1.77081 -0.64805 1.18848
C -1.63104 -0.50443 -0.31147
C -1.66477 0.87301 -0.93688
H 3.08104 -0.14753 0.45743
H 2.69518 1.51652 0.92437
H 3.25238 1.23673 -0.76945
H 1.96484 -1.29738 -0.17018
H 1.15089 0.00372 -1.21979
H -0.11054 -1.97115 0.45804
H -1.81424 0.27564 1.76126
H -2.34733 -1.47008 1.60150
H -2.09098 -1.29076 -0.90825
H -1.23666 0.86435 -1.94684
H -2.69501 1.23986 -1.01170
H -1.09260 1.58670 -0.33496
```

**M**: 100.16 Da
**HOMO-LUMO gap**: 10.5 eV
**Relative energy (zero: lowest compared OMol25 entry of this formula, charge and spin)**: 68.2 kcal/mol
**Multiplicity**: 1
**Largest force on an atom**: 3.3 eV/Å

=====

Entry from OMol25: one molecule with the formula C6H12O in a non-equilibrium geometry (ωB97M-V/def2-TZVPD).

```
19
C6H12O | OMol25 | ωB97M-V/def2-TZVPD
C 0.15112 -0.74508 -1.89072
C -0.42066 -0.15237 -0.58861
C -1.45907 0.91279 -0.91448
C 0.67457 0.46592 0.26903
C 0.35750 0.69832 1.91879
C 1.22859 -0.35361 1.39926
O 0.63242 -1.60193 1.63825
H 0.92811 -1.49822 -1.70852
H -0.64818 -1.23171 -2.46711
H 0.59243 0.03752 -2.51929
H -0.90226 -0.97248 -0.04025
H -2.24847 0.51887 -1.56135
H -0.98103 1.75795 -1.42620
H -1.92426 1.29030 0.00301
H 0.47839 1.51868 0.59057
H 0.85942 1.54229 2.40556
H -0.61698 0.43362 2.29130
H 2.29267 -0.33192 1.62044
H 1.00677 -2.25861 1.04245
```

**M**: 100.16 Da
**HOMO-LUMO gap**: 9.2 eV
**Relative energy (zero: lowest compared OMol25 entry of this formula, charge and spin)**: 79.3 kcal/mol
**Multiplicity**: 1
**Largest force on an atom**: 2.3 eV/Å